[1]
{"formula": "C10H22AlBrCl2FNO7PSi", "method": "the ωB97M-V functional and the def2-TZVPD basis", "energy_ev": -148119.452, "charge": -1, "fmax_ha_per_bohr": 0.050, "symbols": ["Br", "Cl", "Cl", "P", "Si", "Al", "F", "O", "O", "O", "O", "O", "O", "O", "N", "C", "C", "C", "C", "C", "C", "C", "C", "C", "C", "H", "H", "H", "H", "H", "H", "H", "H", "H", "H", "H", "H", "H", "H", "H", "H", "H", "H", "H", "H", "H", "H"], "coordinates": [[-5.89437, 0.23928, 1.16629], [-0.32747, -2.62578, 2.87288], [3.59236, 1.28531, -3.11476], [-0.89433, -0.48900, -0.91061], [-1.82902, 0.28510, 1.70617], [2.00458, -1.36783, -0.70530], [-4.74659, -1.11278, 3.75581], [-0.05107, 2.63925, -3.98991], [-0.04293, 4.60405, -4.87360], [-0.28204, 0.94274, -1.05671], [-1.28319, -0.83442, 0.53784], [-2.13177, -0.72190, -1.84768], [0.20277, -1.44263, -1.34599], [1.54609, 3.13183, -5.51992], [2.64906, -4.21746, 2.41873], [0.53951, 5.54324, -5.77266], [-2.67560, -0.71405, 3.05791], [-3.10279, 1.44656, 1.06384], [-0.43777, 1.25444, 2.49598], [0.59428, 3.41478, -4.85440], [2.40494, -3.78878, 3.68754], [0.49096, 1.32458, -3.77377], [4.29286, -5.02374, 3.65673], [3.40797, -4.27892, 4.48785], [3.79431, -4.96497, 2.38018], [-0.15394, 0.85401, -3.05250], [3.49797, -4.11887, 5.54953], [0.53283, 0.81867, 2.26712], [0.50702, 0.75364, -4.70122], [-2.90216, -0.04851, 3.88733], [1.48532, 1.32377, -3.27643], [-3.19469, 1.56925, -0.01322], [1.56844, 5.76033, -5.49104], [0.50607, 5.17149, -6.79572], [5.18810, -5.54239, 3.95903], [-2.04246, -1.55186, 3.36769], [-0.59659, 1.27861, 3.57021], [-3.63636, -1.16921, 2.61160], [-0.96357, 1.63406, -1.05775], [-4.09365, 1.02422, 1.43288], [-1.79165, -0.85263, -2.74737], [-0.05630, 6.44948, -5.69709], [2.05399, -4.00612, 1.63813], [-0.42474, 2.28056, 2.13467], [1.52426, -3.17679, 3.87455], [-2.98210, 2.40885, 1.55901], [4.15346, -5.38943, 1.45813]], "forces_ev_per_a": [[-0.651, -0.531, 0.037], [-0.249, 0.388, -0.395], [0.247, -0.439, 0.581], [0.994, -2.343, 0.059], [-0.674, 0.251, 0.721], [0.221, 0.035, -0.327], [0.697, 0.053, -0.627], [-0.159, -0.065, 0.289], [0.032, -0.001, 0.016], [-0.950, 0.443, 0.918], [-0.595, 1.149, -0.623], [0.067, 0.535, 0.179], [0.410, 0.523, 0.112], [-0.025, -0.069, -0.161], [0.085, -0.006, -0.144], [-0.026, 0.162, -0.026], [0.192, -0.097, 0.585], [0.278, -0.174, 0.029], [0.143, -0.090, -0.340], [-0.073, 0.010, 0.081], [0.016, 0.091, 0.319], [0.390, -0.305, 0.021], [-0.052, 0.015, -0.003], [0.024, 0.007, -0.075], [-0.025, -0.014, 0.026], [-0.499, 0.035, -0.542], [0.008, 0.003, 0.004], [0.053, -0.195, 0.202], [0.173, 0.122, -0.072], [0.394, 0.180, 0.112], [-0.311, 0.355, -0.785], [-0.194, 0.116, -0.058], [0.037, -0.075, -0.056], [0.087, -0.041, 0.006], [0.004, 0.004, -0.003], [-0.576, -0.381, 0.424], [0.130, -0.104, 0.125], [-0.761, -0.138, -0.102], [0.261, 0.354, -0.048], [0.791, 0.398, -0.392], [-0.312, -0.021, -0.154], [-0.058, -0.043, 0.067], [-0.076, 0.001, 0.044], [-0.088, 0.073, -0.084], [0.587, -0.334, 0.155], [0.018, 0.168, -0.104], [0.015, -0.006, 0.007]], "mulliken_charge": [-0.336, -0.614, -0.763, 0.913, 0.815, 0.410, -0.456, -0.320, -0.343, -0.359, -0.269, -0.495, -0.541, -0.493, 0.150, -0.643, -0.676, -0.548, -1.020, 0.727, -0.179, 0.541, -0.332, -0.626, -0.544, -0.633, 0.382, 0.273, 0.435, 0.222, -0.250, 0.448, 0.296, 0.288, 0.375, 0.406, 0.350, 0.288, 0.353, -0.330, 0.371, 0.213, 0.122, 0.387, 0.268, 0.360, 0.373]}

[2]
{"formula": "C34H57N3O2SeSiV", "method": "the ωB97M-V functional and the def2-TZVPD basis", "energy_ev": -143655.996, "charge": 1, "de_lowest_kcal_mol": 0.0, "multiplicity": 3, "fmax_ha_per_bohr": 0.070, "symbols": ["Se", "V", "Si", "O", "O", "N", "N", "N", "C", "C", "C", "C", "C", "C", "C", "C", "C", "C", "C", "C", "C", "C", "C", "C", "C", "C", "C", "C", "C", "C", "C", "C", "C", "C", "C", "C", "C", "C", "C", "C", "C", "C", "H", "H", "H", "H", "H", "H", "H", "H", "H", "H", "H", "H", "H", "H", "H", "H", "H", "H", "H", "H", "H", "H", "H", "H", "H", "H", "H", "H", "H", "H", "H", "H", "H", "H", "H", "H", "H", "H", "H", "H", "H", "H", "H", "H", "H", "H", "H", "H", "H", "H", "H", "H", "H", "H", "H", "H", "H"], "coordinates": [[-1.32664, -3.93614, 4.60383], [0.23830, -0.48397, 1.81220], [0.23388, 2.93243, -3.29567], [0.89729, -2.05866, 0.93438], [-2.25632, -2.51900, -5.33516], [-1.04250, 0.92546, 2.03800], [1.73627, 0.70390, 2.23599], [-0.39081, -1.51388, 3.22665], [-0.78966, 2.25361, 1.98437], [-1.29617, 3.69862, -4.08200], [-0.78037, -2.46514, 3.86666], [2.17153, -2.32956, 0.22653], [-4.63459, -0.02869, 1.68409], [-0.30152, 1.19414, -2.87884], [-1.81774, 0.89991, 4.80266], [-3.60454, -3.06967, -3.44070], [2.29591, -0.61462, 4.72284], [1.63989, 2.96392, -4.52000], [-0.20998, -3.01189, 0.57620], [5.29016, -1.51492, 2.56968], [-3.32142, 0.29394, 1.33843], [-0.18840, -3.36615, -0.89604], [-1.94544, 3.21405, 1.94973], [0.50215, 2.75667, 2.08728], [3.24305, -0.68954, 3.56254], [-1.52015, -1.48260, -5.96686], [1.65702, 2.03966, 2.39181], [-0.69635, -2.11112, -7.07218], [0.73403, 3.77052, -1.69990], [3.84522, 1.07915, 0.20624], [-5.00798, -0.11434, 3.02739], [5.16170, -0.61056, 1.51225], [-2.39058, 0.51412, 2.36834], [-2.92480, 0.47995, -0.09454], [-3.12756, -1.96317, -4.36205], [3.02707, 0.08199, 2.40720], [-4.08922, 0.17316, 4.03885], [2.69096, -3.69522, 0.58435], [2.86088, 2.76826, 2.92335], [4.35050, -1.53514, 3.60337], [4.03384, 0.21171, 1.41882], [-2.77381, 0.51080, 3.72034], [2.58228, 3.81592, 3.07484], [-2.19216, -0.70866, -6.38773], [-1.42392, 1.91574, 4.67512], [-0.11593, -2.46232, -1.51147], [2.84537, -0.80996, 5.65374], [-6.03184, -0.38763, 3.29107], [-1.12897, -3.86598, -1.14892], [-0.14101, -2.96354, -6.67072], [3.70996, 2.74192, 2.22736], [-1.16901, 1.30382, -2.25839], [-4.00723, -1.52021, -4.87111], [1.83300, 0.37819, 4.81771], [3.16902, 1.92325, 0.37397], [-5.35807, -0.20441, 0.88456], [-1.54861, 4.21958, 1.76519], [-4.22374, -2.64973, -2.64221], [-1.35488, -2.47163, -7.87031], [1.54065, 3.22636, -1.18611], [-1.01340, 4.42194, -4.85683], [-0.96789, 0.21329, 4.87084], [1.97574, -2.18558, -0.83716], [-0.60578, 0.67813, -3.81173], [1.73900, 3.99935, -4.87858], [1.48878, -1.35353, 4.65523], [1.97499, -4.48250, 0.33184], [0.63234, -4.04348, -1.14829], [-2.67458, 2.98248, 1.16102], [1.08596, 4.79125, -1.89681], [3.61303, -3.86362, 0.01967], [-1.90554, 4.21528, -3.32825], [-1.91941, 2.92582, -4.55793], [-3.79706, 0.32953, -0.74152], [5.92054, -0.55070, 0.72993], [6.14752, -2.18642, 2.60612], [-1.13895, -2.48246, 0.83991], [0.43955, 0.56027, -2.36606], [2.58931, 2.66021, -4.05410], [-2.54086, 1.49188, -0.29457], [-0.11546, 3.83911, -1.00590], [3.44211, 0.50204, -0.64214], [-2.61330, -1.17499, -3.77468], [-2.34027, 0.86995, 5.76395], [0.60378, 3.84014, 2.05211], [1.45111, 2.32121, -5.39182], [0.00224, -1.39116, -7.50223], [2.86228, -1.55088, 0.55096], [-0.10122, -3.87236, 1.25237], [-4.37588, 0.14840, 5.09151], [2.93120, -3.74064, 1.65533], [-4.20681, -3.78977, -4.00497], [-2.47810, 3.23020, 2.91533], [-2.14595, -0.23303, -0.40923], [-2.75462, -3.59739, -2.99392], [-0.84081, -1.00566, -5.23303], [4.81240, 1.48763, -0.11648], [4.46774, -2.19298, 4.46623], [3.19831, 2.35637, 3.88690]], "forces_ev_per_a": [[0.047, 0.292, 0.120], [0.072, 0.745, 0.673], [-0.168, -0.209, -0.253], [0.289, -1.060, -1.732], [-0.028, 0.756, 0.337], [-0.155, 0.705, -0.243], [0.402, 0.943, 0.080], [-1.095, -2.502, 2.323], [-0.224, -0.596, 0.177], [0.043, 0.134, 0.047], [0.736, 1.465, -1.684], [-0.245, 0.232, 0.106], [0.068, -0.087, 0.269], [0.574, -0.617, -0.659], [0.075, -0.009, 0.516], [-0.050, -0.046, -0.085], [-0.071, -0.056, 0.547], [0.178, 0.105, -0.030], [0.334, 0.088, 0.220], [-0.013, 0.024, 0.106], [0.194, 0.016, 0.519], [-0.170, 0.000, 0.011], [0.098, 0.571, -0.045], [-0.191, 0.698, 0.066], [-0.154, -0.059, -0.441], [0.370, -0.130, -0.356], [0.347, -0.984, -0.264], [-0.204, -0.111, -0.124], [0.040, 0.273, 0.177], [0.084, 0.201, -0.362], [-0.066, -0.002, -0.022], [-0.240, 0.031, 0.307], [-0.619, 0.542, -0.182], [-0.051, -0.101, -0.445], [-0.352, -0.241, 0.070], [0.532, -0.103, 0.248], [0.035, -0.077, -0.371], [0.145, -0.037, 0.193], [-0.027, 0.651, -0.069], [0.254, 0.168, -0.260], [-0.515, -0.512, 0.229], [-0.098, -0.140, -0.371], [0.179, -0.187, 0.039], [0.137, -0.229, 0.274], [-0.032, -0.145, -0.046], [-0.088, -0.154, 0.033], [-0.152, 0.025, -0.236], [0.314, 0.113, -0.106], [0.139, 0.063, 0.082], [0.002, 0.125, -0.097], [-0.228, -0.057, 0.264], [-0.628, -0.169, 0.451], [0.384, 0.088, 0.206], [0.094, -0.287, -0.090], [0.123, -0.228, -0.090], [0.151, 0.037, 0.321], [-0.206, -0.191, 0.084], [0.034, -0.079, -0.066], [0.168, 0.012, 0.134], [-0.154, 0.104, -0.167], [-0.143, -0.054, 0.175], [-0.090, 0.160, -0.086], [0.077, -0.175, 0.073], [0.102, 0.191, 0.502], [0.153, -0.268, 0.014], [0.220, 0.192, 0.038], [0.268, 0.048, 0.095], [-0.228, 0.160, -0.038], [0.225, -0.062, 0.332], [-0.031, -0.139, 0.120], [-0.111, -0.061, 0.082], [0.038, -0.076, -0.222], [0.186, 0.218, 0.138], [0.246, -0.016, 0.062], [-0.158, -0.046, 0.260], [-0.186, 0.184, 0.001], [0.238, -0.144, -0.004], [-0.140, 0.227, -0.097], [-0.204, 0.089, -0.204], [-0.041, -0.320, 0.070], [0.138, -0.010, -0.118], [0.075, 0.125, 0.198], [-0.106, -0.200, -0.283], [0.150, 0.057, -0.113], [-0.058, -0.278, 0.165], [0.041, 0.162, 0.231], [-0.022, -0.034, 0.045], [-0.233, -0.152, 0.072], [-0.087, 0.285, -0.262], [-0.041, -0.020, -0.341], [-0.093, -0.039, -0.288], [0.139, 0.062, 0.164], [0.170, -0.099, -0.348], [-0.142, 0.174, 0.011], [-0.131, 0.080, -0.083], [-0.325, -0.059, -0.122], [-0.244, -0.119, 0.046], [0.110, 0.179, -0.255], [-0.177, -0.024, -0.354]], "mulliken_charge": [-0.033, 0.029, 0.216, -0.311, -0.368, 1.385, 1.361, -0.660, 0.915, -1.112, 0.389, 0.985, -1.146, 0.388, -1.011, -1.223, -1.682, -1.017, -0.173, -1.066, 0.866, -1.496, -1.642, -1.668, 1.544, 0.284, 0.818, -1.342, -0.396, -1.364, -1.017, -0.540, 0.055, -0.992, 0.296, -0.558, -1.082, -1.459, -1.514, -0.944, 0.925, 0.830, 0.528, 0.287, 0.198, 0.392, 0.580, 0.427, 0.404, 0.309, 0.291, -0.256, 0.301, 0.238, -0.005, 0.477, 0.517, 0.399, 0.320, -0.184, 0.354, 0.043, 0.518, -0.352, 0.311, 0.157, 0.418, 0.418, 0.331, 0.461, 0.411, 0.309, 0.321, 0.488, 0.475, 0.424, 0.459, 0.189, 0.293, 0.111, 0.128, 0.310, -0.093, 0.513, 0.449, 0.316, 0.389, -0.884, 0.264, 0.443, 0.304, 0.355, 0.266, 0.045, 0.182, -0.051, 0.444, 0.504, 0.286]}

[3]
{"formula": "C6H10O", "method": "the ωB97M-V functional and the def2-TZVPD basis", "energy_ev": -8427.766, "charge": 0, "de_lowest_kcal_mol": 80.1, "smiles": "C=CC(=C)C=C.O", "fmax_ha_per_bohr": 0.120, "symbols": ["O", "C", "C", "C", "C", "C", "C", "H", "H", "H", "H", "H", "H", "H", "H", "H", "H"], "coordinates": [[-0.39673, -2.64128, -1.67261], [1.17399, -0.59785, 1.86180], [-0.99773, 0.65527, -0.50232], [0.64303, -0.56041, 0.63751], [0.35262, 0.70291, -0.04932], [-1.91452, 1.38642, 0.00997], [1.32608, 1.70078, -0.07485], [1.52885, 0.36942, 2.32656], [0.31698, -1.49879, 0.15803], [-1.06831, -2.52711, -2.28659], [-2.90070, 1.84759, -0.40167], [1.36250, 2.69631, -0.51257], [-0.91254, 0.24729, -1.64761], [1.26516, -1.51980, 2.58272], [-1.83752, 1.78247, 1.07047], [2.33880, 1.51410, 0.29043], [-0.27996, -3.55731, -1.78994]], "forces_ev_per_a": [[1.334, 0.779, 1.423], [0.587, -0.216, 2.000], [1.566, -0.186, -5.943], [0.742, -1.349, 0.887], [4.150, 1.060, 1.760], [-4.562, 3.395, 2.293], [-1.151, -1.516, -0.246], [-0.577, -1.165, -0.460], [-0.044, 0.660, 0.230], [-2.213, 1.151, -1.793], [1.690, -1.783, 0.147], [-1.176, -0.170, -0.152], [-1.178, 0.821, 2.687], [-0.127, 1.673, -1.952], [0.562, -0.483, -1.314], [-0.445, -0.670, 0.148], [0.841, -2.002, 0.287]], "mulliken_charge": [-0.561, -0.698, -0.197, 0.064, 0.311, -0.483, -0.882, 0.261, 0.210, 0.275, 0.220, 0.307, 0.142, 0.227, 0.243, 0.301, 0.261]}